No. 1
96
Properties=species:S:1:pos:R:3:lowdin_charge:R:1 method="wB97M-V/def2-TZVPD" total_energy_ha=-9049.5527 mol_weight_g_mol=1379.17 lumo_ha="-0.0321 / -0.0321"
W -0.44180 -0.09047 0.24986 1.795
C 3.54160 -0.55797 1.17286 -0.087
C 3.95550 -0.89647 -0.25654 -0.338
C 3.89650 -2.41917 -0.43374 -0.053
C 3.21320 -0.18367 -1.38354 -0.130
C 3.81380 -0.33517 -2.63464 -0.052
C 3.34080 0.30173 -3.76074 -0.070
C 2.27940 1.17943 -3.65064 -0.033
C 1.65570 1.38783 -2.42834 -0.139
C 0.58710 2.46303 -2.30694 -0.356
C 1.20930 3.82523 -1.96764 -0.038
C -0.20530 2.62333 -3.60594 -0.112
C 2.07690 0.64513 -1.30144 -0.188
N 1.38700 0.92443 -0.06364 -0.087
C 1.96610 1.96633 0.62796 -0.258
C 3.18250 2.60603 0.31086 -0.045
C 3.67350 3.62423 1.10096 -0.086
C 2.98630 4.08213 2.21686 -0.092
C 1.77410 3.49643 2.54986 -0.014
C 1.32090 2.46633 1.76346 -0.161
F 0.09960 1.85203 2.04206 -0.001
H 4.11570 -1.17797 1.86056 0.054
H 2.47580 -0.75247 1.32916 0.039
H 3.75410 0.48043 1.41286 0.070
H 5.00910 -0.59517 -0.36534 0.141
H 2.86680 -2.75547 -0.37264 0.041
H 4.46150 -2.90167 0.36076 0.078
H 4.30410 -2.73857 -1.38894 0.074
H 4.70200 -0.94457 -2.71444 0.109
H 3.82700 0.15363 -4.71224 0.101
H 1.96090 1.72373 -4.52474 0.108
H -0.11550 2.19893 -1.49084 0.101
H 2.04870 4.02543 -2.63064 0.089
H 1.55260 3.87623 -0.93894 0.056
H 0.46150 4.60153 -2.11074 0.080
H 0.32200 3.27293 -4.29974 0.078
H -1.17050 3.07413 -3.39094 0.050
H -0.36570 1.66463 -4.08594 0.012
H 3.72260 2.30733 -0.57284 0.125
H 4.61480 4.07593 0.82946 0.104
H 3.37010 4.90063 2.80346 0.098
H 1.18450 3.82633 3.39086 0.116
I -2.93710 0.35913 -4.30104 1.075
C -1.61550 -1.15697 -3.69324 -0.581
C -1.49260 -2.31247 -4.44824 -0.222
C -0.76100 -3.37997 -3.97614 -0.640
I -0.59690 -5.08287 -5.21254 0.896
C -0.17570 -3.37407 -2.69674 -0.211
C 0.44310 -4.46597 -2.06654 -0.022
C 0.81620 -4.32437 -0.73694 -0.043
C 0.66700 -3.12127 -0.08364 -0.151
N 0.17540 -1.98807 -0.66824 0.021
C -0.28230 -2.16997 -1.96164 -0.121
C -0.94970 -1.04377 -2.47414 -0.347
O -0.94040 0.01913 -1.68164 -0.245
H -1.98350 -2.37797 -5.40664 0.079
H 0.58070 -5.39507 -2.59154 0.060
H 1.24680 -5.15447 -0.19864 0.117
H 0.94530 -3.03827 0.95426 0.026
C -3.45320 2.00393 2.45566 -0.008
C -2.59570 1.19133 3.36626 -0.276
C -2.71020 1.37693 4.74986 0.000
C -1.92580 0.65963 5.62366 -0.012
C -0.96560 -0.21747 5.09036 -0.186
C -0.05450 -0.97587 5.85626 -0.605
Br -0.03470 -0.80807 7.74866 0.784
C 0.85110 -1.82197 5.26716 -0.180
C 0.94300 -1.88297 3.88056 -0.549
Br 2.24750 -3.06687 3.17746 0.875
C 0.13910 -1.09237 3.06036 -0.290
O 0.27140 -0.96447 1.73326 -0.297
C -0.88620 -0.31367 3.67396 -0.141
N -1.71270 0.34693 2.82556 0.137
H -4.07850 2.68873 3.02256 0.084
H -4.08600 1.36373 1.84056 0.087
H -2.80930 2.57723 1.78936 0.079
H -3.42980 2.08923 5.12446 0.113
H -2.02340 0.77703 6.69356 0.081
H 1.51810 -2.41997 5.86696 0.093
Cl -3.45940 3.42213 -1.22174 0.743
C -3.82180 1.75563 -1.00774 -0.634
C -5.01070 1.23073 -1.50694 -0.167
C -5.31440 -0.10757 -1.33764 -0.634
Cl -6.79550 -0.71487 -1.97874 0.709
C -4.43920 -0.98957 -0.66764 -0.171
C -4.66580 -2.36357 -0.43054 -0.001
C -3.71300 -3.08087 0.28536 -0.039
C -2.54280 -2.48137 0.69486 -0.081
N -2.23660 -1.18207 0.41766 -0.017
C -3.21610 -0.43727 -0.21144 -0.149
C -2.89320 0.93603 -0.35804 -0.381
O -1.71980 1.34603 0.14896 -0.266
H -5.69020 1.87363 -2.04534 0.110
H -5.56620 -2.83617 -0.78594 0.092
H -3.87980 -4.12137 0.51406 0.110
H -1.79480 -3.02957 1.25886 0.115

No. 2
92
Properties=species:S:1:pos:R:3:lowdin_charge:R:1 method="wB97M-V/def2-TZVPD" total_energy_ha=-3561.6636 relative_energy_kcal_mol=37.9 mol_weight_g_mol=896.42 lumo_ha="0.1433 / 0.1434" charge=-2
Pd -0.31887 -1.39765 0.30275 0.654
C 2.46818 3.59729 -2.93083 0.021
C 2.27381 3.07255 -1.50279 -0.580
C 3.11843 3.91486 -0.52290 0.011
O 2.65339 1.71307 -1.39603 -0.028
C 1.56644 0.95517 -0.86221 -0.149
C 0.66397 2.07204 -0.29396 -0.138
O 0.91547 3.15705 -1.17458 -0.043
C -0.82001 1.77492 0.06350 -0.452
O -0.84087 0.70593 0.88955 -0.271
C -1.79511 1.69532 -1.11320 -0.127
C -2.90062 0.86105 -0.97327 -0.024
C -3.91221 0.86385 -1.91270 -0.094
C -3.85338 1.71587 -3.00367 -0.129
C -2.75311 2.54067 -3.15573 -0.110
C -1.73200 2.53334 -2.22009 -0.050
C -1.34159 2.99925 0.86130 -0.102
C -1.25372 4.30968 0.40847 -0.024
C -1.74823 5.34774 1.17853 -0.102
C -2.34033 5.09724 2.40472 -0.130
C -2.43961 3.79337 2.85598 -0.097
C -1.94757 2.75650 2.08742 -0.010
C 0.96723 -0.08101 -1.89042 -0.461
O -0.32928 -0.35569 -1.61148 -0.251
C 1.10796 0.39160 -3.33986 -0.111
C -0.04515 0.60247 -4.08390 -0.013
C 0.02787 1.00083 -5.40556 -0.090
C 1.26186 1.18009 -6.00932 -0.126
C 2.41735 0.93969 -5.28166 -0.111
C 2.34483 0.54012 -3.95758 -0.044
C 1.79308 -1.38823 -1.83689 -0.171
C 1.15501 -2.53334 -2.31517 -0.072
C 1.81453 -3.74595 -2.37287 -0.117
C 3.12368 -3.83708 -1.93180 -0.119
C 3.76330 -2.71211 -1.44303 -0.094
C 3.11147 -1.48847 -1.40734 -0.058
H 3.51182 3.50609 -3.21662 0.087
H 2.16578 4.64132 -2.97473 0.083
H 1.85778 3.01682 -3.61502 0.068
H 4.16420 3.87431 -0.81552 0.078
H 3.01537 3.52093 0.48563 0.082
H 2.76483 4.94463 -0.54632 0.082
H 1.94043 0.36675 -0.01549 0.069
H 1.11131 2.31874 0.68974 0.163
H -2.92565 0.19174 -0.12391 0.088
H -4.76260 0.20423 -1.79440 0.088
H -4.65365 1.73318 -3.73368 0.081
H -2.68674 3.19802 -4.01300 0.092
H -0.87297 3.16422 -2.37802 0.105
H -0.78573 4.52172 -0.53874 0.102
H -1.67068 6.36630 0.82134 0.088
H -2.72083 5.91531 3.00277 0.083
H -2.89765 3.58474 3.81403 0.091
H -2.00970 1.73136 2.42126 0.099
H -0.99367 0.44933 -3.59298 0.105
H -0.88184 1.17135 -5.96865 0.092
H 1.32755 1.50654 -7.04147 0.084
H 3.38568 1.06955 -5.74974 0.091
H 3.24958 0.36676 -3.39552 0.113
H 0.12651 -2.44689 -2.64392 0.115
H 1.29935 -4.62121 -2.74895 0.093
H 3.63825 -4.78988 -1.95089 0.087
H 4.78574 -2.78061 -1.08836 0.092
H 3.63320 -0.61910 -1.03433 0.109
S -0.06484 -3.79838 0.70505 0.635
C 0.57672 -3.78202 2.31184 -0.696
C 0.48451 -4.92299 3.09684 -0.076
C 1.00077 -4.97966 4.39267 -0.215
C 0.98936 -6.19485 5.08027 -0.221
N 1.00012 -7.22437 5.60163 0.131
C 1.58485 -3.81671 4.95574 -0.214
C 1.68970 -2.67479 4.16439 -0.087
C 1.23595 -2.64108 2.85177 -0.714
S 1.56634 -1.23270 1.91273 0.688
C 2.07092 -3.78401 6.26789 -0.216
N 2.48197 -3.70660 7.34388 0.131
H 0.02279 -5.80787 2.68276 0.107
H 2.16572 -1.79001 4.56554 0.106
S -4.09418 -3.93146 1.79429 0.991
C -3.41018 -2.83128 0.59463 -0.449
N -2.63472 -1.91671 1.05083 -0.025
C -2.50677 -1.98499 2.41365 -0.327
C -1.73770 -1.13018 3.20648 -0.027
C -1.72230 -1.33424 4.56872 -0.075
C -2.44760 -2.37245 5.15237 -0.094
C -3.21199 -3.23360 4.38399 -0.109
C -3.24292 -3.02774 3.01748 -0.482
H -3.62696 -2.98406 -0.44552 0.077
H -1.16985 -0.34316 2.72096 0.068
H -1.12700 -0.68605 5.19613 0.106
H -2.41118 -2.51164 6.22363 0.096
H -3.75339 -4.05466 4.83149 0.098